# 1
DFT (the ωB97M-V functional and the def2-TZVPD basis) results for C4H8O2 in the gas phase.

Values from the calculation:
Highest occupied orbital energy (eV): -9.02
Structure (SMILES): C=COCCO
HOMO-LUMO gap (eV): 10.018
Charge: 0
Spin multiplicity: 1

XYZ file:
```
14
Properties=species:S:1:pos:R:3:forces:R:3:lowdin_charge:R:1
C 0.8568 -0.2798 1.7105 0.019 0.029 -0.092 0.007
C 1.5051 -0.3186 0.5458 0.052 -0.100 0.233 -0.232
O 1.1910 0.2887 -0.6222 0.012 -0.071 0.051 -0.093
C -0.0695 0.9431 -0.7353 -0.193 0.104 -0.004 -0.180
C -1.1835 -0.0234 -1.1194 0.064 0.245 -0.323 -0.238
O -1.7555 -0.7362 -0.0438 0.146 -0.211 0.107 -0.066
H -0.0538 0.2862 1.8666 0.074 -0.147 -0.026 0.054
H 1.2603 -0.8239 2.5558 0.021 0.075 -0.141 0.054
H 2.4292 -0.8795 0.4240 -0.126 0.091 0.063 0.118
H -0.3238 1.4833 0.1844 0.060 -0.054 -0.127 0.122
H 0.0674 1.6760 -1.5357 -0.037 -0.116 0.068 0.128
H -2.0016 0.5515 -1.5657 0.100 -0.041 0.054 0.122
H -0.7894 -0.7000 -1.8931 -0.098 0.075 0.105 0.127
H -1.0967 -1.3579 0.2917 -0.095 0.123 0.033 0.076
```
Positions in Å, forces in eV/Å.

---

# 2
DFT (the ωB97M-V functional and the def2-TZVPD basis) results for 2 unconnected molecules or ions with the total composition C4H8O2 at a distorted geometry.

Values from the calculation:
Highest occupied orbital energy (eV): -9.09
Structure (SMILES): C=CO.CC=O
HOMO-LUMO gap (eV): 9.967
Charge: 0
Spin multiplicity: 1

XYZ file:
```
14
Properties=species:S:1:pos:R:3:forces:R:3:lowdin_charge:R:1
C -2.3743 -1.2411 -0.3402 0.040 -0.672 0.632 0.026
C -1.7627 -0.1061 -0.6185 0.120 0.659 -0.909 -0.286
O -2.3447 1.1476 -0.6604 -0.380 -0.028 0.963 -0.035
H -1.9038 -2.1527 -0.6808 0.571 -0.051 0.607 0.055
H -3.2367 -1.3969 0.2974 -0.558 0.495 -0.730 0.060
H -0.7073 -0.0664 -0.8610 -0.267 -0.451 -0.747 0.064
H -2.2215 1.4833 -1.5528 0.142 0.054 0.081 0.094
C 2.6413 0.6277 0.8431 -0.233 0.312 -0.698 -0.045
C 1.3827 -0.0291 0.3839 -0.552 -1.183 -0.145 -0.321
O 1.2771 -0.7692 -0.5675 0.667 0.387 -0.120 0.022
H 2.7501 0.4145 1.9053 0.334 0.230 -0.021 0.083
H 2.5622 1.6997 0.6454 -0.239 0.134 0.518 0.085
H 3.4770 0.3340 0.2129 0.103 -0.494 0.283 0.082
H 0.4606 0.0546 0.9933 0.253 0.608 0.287 0.117
```
Positions in Å, forces in eV/Å.

---

Result set for DFT total energy: -8371.3423, -8370.6062 eV, one per record in the order listed.
Result set for lowest unoccupied orbital energy: 0.999, 0.880 eV, one per record in the order listed.
Result set for energy relative to the best compared isomer or geometry (same formula, charge and spin): 187.12, 258.15 kJ/mol, one per record in the order listed.